C26H26N6OS2Ti | wB97M-V/def2-TZVPD

```
62
Properties=species:S:1:pos:R:3:forces:R:3:nbo_charge:R:1
Ti 0.109548 0.058412 0.015814 -0.41 -1.09 -0.57 1.252
S 2.409215 -0.360384 -0.085513 0.34 0.26 0.16 -0.186
S -0.899356 0.544748 -2.017368 -0.13 -0.25 0.17 -0.155
O -0.957459 -0.268110 1.646225 -0.55 -0.12 0.53 -0.727
N -0.300353 -2.028409 -0.534758 -0.29 -0.62 -0.50 -0.539
N 1.965414 2.326726 -0.015350 -0.26 -0.40 0.10 -0.263
N 0.738345 1.885876 0.191207 0.41 2.34 -0.26 -0.382
N 4.178409 1.615655 -0.112255 -0.69 0.00 0.02 -0.168
N 4.601948 2.806576 -0.455482 0.11 0.11 -0.11 -0.282
N -2.258167 -1.199733 3.238811 -0.23 -0.13 0.31 -0.334
C -2.113260 5.005551 0.041555 0.07 -0.01 -0.02 -0.199
C 2.858599 1.345520 -0.093475 0.67 -0.06 -0.26 0.174
C -2.551979 -2.569024 -4.028680 0.02 0.20 0.00 -0.182
C 0.900329 -2.956456 1.401096 -0.01 -0.01 0.05 -0.661
C -1.447209 -3.501293 -2.113759 -0.13 -0.21 -0.16 -0.023
C 3.616381 5.651397 -3.389649 0.00 -0.12 0.03 -0.210
C -0.919936 5.109370 -0.664502 0.00 0.02 -0.01 -0.187
C -1.302150 -0.961790 4.323387 -0.17 -0.08 -0.13 -0.427
C -0.325786 -4.402015 -0.199999 0.02 -0.06 0.04 -0.284
C -1.396892 2.875435 0.898264 -0.19 -0.01 0.15 -0.260
C 3.471933 3.372155 -2.593611 -0.12 -0.12 -0.05 -0.189
C 3.199455 4.334320 -3.553613 -0.08 0.01 -0.03 -0.205
C 0.046771 -3.093917 0.173613 0.11 0.13 0.05 0.294
C -2.020408 -0.840442 2.009693 0.35 0.22 -0.29 0.565
C 0.027375 4.102097 -0.602459 -0.08 0.11 -0.10 -0.231
C -0.222131 2.977570 0.174236 0.56 -0.39 0.10 0.185
C -1.061594 -4.603111 -1.323335 -0.02 -0.08 -0.03 -0.086
C 4.174597 3.739855 -1.456553 0.05 -0.23 0.42 0.098
C -1.044929 -2.222610 -1.699053 0.31 0.36 0.43 0.121
C -3.523542 -1.855961 3.585863 0.25 0.14 -0.01 -0.407
C 4.336988 5.998077 -2.257917 0.04 -0.02 0.06 -0.187
C -2.211826 -3.663659 -3.294768 0.08 -0.05 0.11 -0.211
C -2.344483 3.888187 0.827204 0.01 -0.04 0.03 -0.184
C 4.622669 5.040215 -1.295082 0.00 0.28 0.05 -0.228
C -2.141247 -1.284675 -3.611717 -0.16 -0.05 -0.26 -0.193
C -1.402283 -1.090161 -2.474578 0.10 0.12 0.05 -0.154
H 1.935312 -3.204912 1.155939 -0.01 -0.01 -0.02 0.261
H -3.324390 -2.860461 3.953161 -0.01 -0.03 0.02 0.221
H 5.535544 2.975623 -0.110561 0.09 -0.06 -0.13 0.399
H -2.807067 -1.052052 1.284964 -0.03 -0.02 -0.05 0.176
H 0.563350 -3.668767 2.154384 0.04 0.01 0.04 0.230
H 5.187199 5.308843 -0.408953 -0.03 0.00 -0.02 0.222
H 4.682586 7.014159 -2.118921 -0.01 -0.02 0.00 0.226
H -3.258658 3.806140 1.400294 0.00 0.00 0.00 0.217
H -1.031196 -1.916736 4.769765 0.03 -0.01 0.03 0.223
H -1.353393 -5.602945 -1.625378 0.00 0.04 0.00 0.229
H -0.722639 5.982504 -1.273317 -0.02 -0.01 0.01 0.225
H 0.954004 4.177599 -1.150096 0.05 0.00 -0.06 0.243
H 3.157282 2.348211 -2.748757 -0.02 -0.01 0.06 0.224
H 3.393879 6.394397 -4.143884 0.00 -0.03 0.00 0.226
H -0.006119 -5.229775 0.418516 -0.01 0.01 -0.01 0.233
H -2.849569 5.796514 -0.014119 0.01 -0.02 0.00 0.225
H -3.131649 -2.674718 -4.936384 0.01 0.02 0.02 0.231
H -0.421317 -0.469716 3.929853 0.04 0.02 -0.02 0.245
H -1.559955 2.031212 1.552774 -0.01 -0.03 -0.01 0.212
H 0.912104 -1.958227 1.830310 -0.07 0.02 -0.05 0.231
H -4.026637 -1.281375 4.360595 -0.02 0.00 0.02 0.224
H -2.507153 -4.660254 -3.598345 0.01 0.02 0.02 0.224
H -4.157206 -1.907244 2.704888 -0.03 -0.03 0.01 0.223
H -1.771662 -0.333567 5.078138 0.00 0.01 0.02 0.226
H -2.409635 -0.420564 -4.207042 0.00 -0.03 0.00 0.233
H 2.658695 4.046218 -4.446016 0.01 0.00 0.01 0.225
```
Forces are in eV/Å.

Calculated values
expectation value of S²: 1.112
2S+1: 2
total charge: +1
highest occupied orbital energy (alpha / beta): -9.9 / -10.1 eV


C26H27AsGaN3O7 | wB97M-V/def2-TZVPD

```
65
Properties=species:S:1:pos:R:3:forces:R:3:nbo_charge:R:1
As -1.306411 2.989660 0.343708 -0.02 -0.26 0.20 2.025
Ga -0.132977 -0.188482 -0.069215 -0.14 0.32 -0.12 1.942
O -0.191155 1.923603 -0.269117 0.08 0.04 -0.23 -1.180
O -0.136164 0.035286 1.816664 -0.18 -0.06 0.04 -0.849
O -2.046348 -0.076065 -0.301003 0.13 -0.33 -0.05 -0.822
O -0.216125 -2.142637 -0.069077 0.26 0.00 0.24 -0.834
O 1.928996 -2.638845 0.408071 -0.24 0.03 0.16 -0.663
O -1.725683 -8.833746 -0.271776 0.05 0.08 0.10 -0.380
O 0.265122 -9.315096 0.384515 -0.07 0.08 0.07 -0.379
N 0.130755 -0.286967 -2.123377 0.29 -0.13 0.12 -0.547
N 1.865787 0.237226 -0.189323 0.08 0.02 -0.25 -0.566
N -0.605368 -8.522370 0.082642 0.11 0.11 -0.23 0.534
C -0.905221 -4.808448 -0.194273 -0.03 -0.03 0.02 -0.204
C 0.635359 0.115791 4.014086 0.00 0.04 0.04 -0.305
C 0.759175 -2.947283 0.211808 0.11 0.11 -0.56 0.771
C -2.905798 2.213650 1.036057 -0.11 0.05 0.06 -0.996
C -4.163284 -0.272955 -1.254097 -0.06 -0.02 -0.04 -0.264
C 2.622978 0.430075 0.815874 -0.06 -0.02 0.09 0.247
C 1.651426 0.271063 4.926865 0.11 0.00 0.03 -0.160
C -4.454931 -0.519116 -3.645011 -0.09 0.02 0.15 -0.292
C 0.376255 -4.409602 0.170192 -0.11 0.02 0.16 -0.043
C -0.522997 3.976781 1.780823 0.04 0.02 0.01 -1.002
C -2.220963 -0.365017 -2.693337 0.13 0.00 -0.06 -0.258
C 1.015871 -6.707402 0.481977 0.14 -0.05 0.04 -0.205
C -4.984100 -0.405012 -2.350091 0.00 -0.01 -0.10 -0.170
C 2.221691 0.366116 2.205269 0.04 -0.04 -0.13 -0.269
C 2.363515 0.427187 -1.553547 -0.19 -0.15 0.24 -0.227
C -0.800531 -0.400874 -2.982714 -0.18 0.04 0.05 0.222
C 1.330984 -5.359715 0.505708 0.10 -0.06 0.02 -0.187
C -1.787343 4.240160 -1.021495 0.04 -0.01 -0.03 -0.999
C -3.090061 -0.502321 -3.790253 0.08 0.00 -0.02 -0.127
C -2.753843 -0.242526 -1.377921 0.10 0.04 -0.09 0.408
C -1.233177 -6.154953 -0.228915 -0.06 0.05 -0.02 -0.191
C -0.262434 -7.076927 0.112256 -0.11 -0.23 0.04 0.017
C 0.880104 0.160357 2.624604 0.09 0.04 -0.06 0.489
C 2.975372 0.480970 4.512907 -0.12 -0.01 0.07 -0.290
C 3.235341 0.523953 3.165542 0.04 0.01 -0.06 -0.125
C 1.537944 -0.459978 -2.480949 -0.20 0.08 0.18 -0.236
H 3.770386 0.601865 5.236736 -0.03 -0.01 -0.02 0.214
H -5.104281 -0.629409 -4.503233 0.02 0.01 0.04 0.216
H -6.060218 -0.430496 -2.207627 0.08 0.00 0.00 0.212
H 2.320869 -5.021537 0.785799 -0.06 -0.02 -0.01 0.242
H -4.570744 -0.206404 -0.251911 -0.01 -0.03 -0.05 0.213
H -0.269360 3.279889 2.577227 0.01 -0.04 0.02 0.264
H -0.529109 -0.555102 -4.029854 -0.02 -0.01 -0.08 0.168
H -1.638497 -4.052453 -0.440127 0.02 -0.02 0.00 0.243
H 4.251513 0.679979 2.813900 -0.05 -0.01 0.02 0.203
H 1.737842 -7.467371 0.743684 -0.02 0.02 -0.01 0.247
H -3.519178 1.865274 0.209290 -0.03 0.04 0.06 0.259
H -2.650830 -0.602441 -4.778983 -0.02 0.00 0.04 0.204
H -1.217851 4.729892 2.146889 0.00 0.03 0.02 0.239
H 3.671612 0.675969 0.633004 0.06 0.00 0.04 0.168
H -3.430528 2.971786 1.616782 -0.03 0.02 0.02 0.232
H 3.422744 0.183170 -1.631301 0.08 -0.02 0.04 0.204
H -0.891603 4.795852 -1.283548 0.03 0.08 -0.08 0.247
H 2.219536 1.471136 -1.832631 -0.04 0.10 0.03 0.210
H -2.218554 -6.495164 -0.508035 -0.02 0.00 -0.01 0.245
H 1.423276 0.223354 5.986515 0.01 0.01 -0.05 0.211
H -0.386719 -0.057619 4.331480 0.06 0.01 -0.02 0.218
H -2.625921 1.362751 1.653653 -0.01 0.03 0.01 0.284
H -2.123489 3.668420 -1.882525 -0.05 0.00 -0.07 0.257
H 1.728015 -0.219895 -3.526842 -0.03 0.04 -0.11 0.198
H 1.809948 -1.502122 -2.305249 -0.03 -0.07 0.04 0.225
H -2.570321 4.920401 -0.692177 0.00 -0.01 0.04 0.243
H 0.383106 4.447031 1.410104 0.08 0.06 0.03 0.248
```
Forces are in eV/Å.

Calculated values
total charge: 0
highest occupied orbital energy: -7.9 eV


C26H27BrCrI2N5O3Te | wB97M-V/def2-TZVPD

```
66
Properties=species:S:1:pos:R:3:forces:R:3:nbo_charge:R:1
I -2.125553 3.357576 0.599942 -0.43 0.04 0.63 -0.160
I 3.690234 -0.255647 -1.794678 0.10 -0.20 0.09 -0.535
Te -0.262155 3.168096 -1.321560 -0.63 0.95 -0.69 -0.093
Br -3.734112 3.413691 4.035504 -0.07 -0.02 0.03 0.035
Cr 1.578530 1.367173 -1.133152 0.61 -0.24 -0.75 0.872
O 2.293284 3.849747 -3.853334 0.08 -0.09 -0.41 -0.603
O -1.096110 -3.849142 0.097337 -0.37 -0.06 0.08 -0.626
O 0.288439 0.123993 -2.434969 0.26 -0.14 0.48 -0.697
N 0.871041 0.292003 0.414319 -0.92 -1.08 1.25 -0.495
N 2.110899 2.918062 1.185146 -0.25 -0.28 -0.04 -0.505
N 1.418562 1.884523 -3.180875 0.19 -0.05 0.28 -0.679
N 1.125201 -3.957847 0.495139 0.01 -0.13 -0.22 -0.438
N -0.005335 0.664829 -4.612250 0.25 -0.05 0.11 -0.426
C 0.582302 0.873696 -3.386590 -0.41 -0.31 -0.57 0.779
C 4.086654 2.881903 -0.106845 -0.05 -0.02 -0.25 -0.251
C 2.101489 -3.397775 2.705648 0.12 -0.06 -0.19 -0.617
C -6.299298 2.353202 3.395961 0.05 0.03 -0.11 -0.227
C 0.311526 1.498479 -5.644962 0.22 0.47 -0.01 0.073
C -7.265766 1.850965 2.541539 -0.14 -0.02 0.10 -0.226
C -0.069618 -3.317842 0.485233 0.11 0.06 -0.07 0.678
C 2.783034 3.461439 2.187321 0.20 0.04 0.08 0.041
C 2.302426 -3.473003 1.193661 0.18 0.30 0.40 -0.218
C -4.828133 2.632063 1.519117 -0.21 -0.12 0.23 0.115
C 2.729021 2.554828 0.052240 0.35 0.37 0.18 -0.073
C -7.015358 1.738539 1.184016 0.05 0.06 -0.03 -0.212
C 0.143504 0.764744 1.450100 0.44 0.36 -0.34 0.092
C -0.752228 -0.000833 2.165609 -0.06 -0.63 0.08 -0.262
C -5.078444 2.736936 2.857286 0.43 0.19 0.33 -0.202
C -1.028018 -0.347454 -4.702803 -0.31 -0.25 0.11 -0.397
C -5.784834 2.132756 0.671469 0.13 -0.02 -0.35 -0.306
C 0.770432 -1.026458 0.174092 -0.01 0.14 -0.18 0.083
C 1.682898 2.832665 -4.143000 0.22 0.50 0.40 0.630
C 4.796160 3.440734 0.938430 -0.08 -0.01 0.04 -0.182
C 1.114506 -6.408420 0.898435 -0.01 0.20 -0.16 -0.616
C 1.191143 -5.271033 -0.112233 -0.17 -0.25 -0.16 -0.212
C -0.040981 -1.881748 0.893190 -0.31 0.27 0.33 -0.188
C 4.142053 3.704433 2.135229 0.09 0.08 0.02 -0.289
C -0.864064 -1.358508 1.890283 0.38 0.32 -0.44 -0.103
C 1.137471 2.544637 -5.466491 -0.10 -0.18 -0.25 -0.367
H 3.040065 -3.140104 3.190664 0.08 0.06 0.08 0.214
H 1.757174 -4.352677 3.095211 -0.04 -0.11 0.07 0.201
H -7.776938 1.352925 0.521490 -0.04 -0.05 -0.06 0.210
H 0.346644 -5.338862 -0.801548 0.19 -0.03 0.03 0.234
H -1.977290 0.038860 -4.316802 0.06 -0.10 -0.07 0.207
H 3.117155 -4.160392 0.965016 -0.03 0.01 -0.05 0.204
H -6.484566 2.454611 4.455711 0.02 -0.01 0.05 0.221
H 1.935106 -6.352436 1.608606 0.11 -0.05 0.13 0.196
H -1.358091 0.472705 2.922958 0.00 0.05 0.07 0.234
H -8.221809 1.547765 2.942931 -0.08 -0.03 0.03 0.209
H 2.602826 -2.491523 0.821795 0.10 -0.12 -0.07 0.227
H 1.167223 -7.363177 0.382953 0.03 -0.17 -0.03 0.208
H 0.174680 -6.357979 1.439746 -0.12 -0.01 0.11 0.215
H 1.365994 -2.636903 2.955058 -0.02 0.04 0.08 0.214
H -0.739063 -1.204584 -4.093211 -0.05 0.09 -0.14 0.239
H 1.392138 3.211922 -6.272027 -0.02 0.03 -0.09 0.228
H 4.670124 4.089824 2.994859 0.02 0.11 0.06 0.201
H -1.148564 -0.650955 -5.740714 0.01 0.01 -0.03 0.194
H 2.120012 -5.335410 -0.684903 -0.03 0.03 -0.01 0.191
H -0.155654 1.264793 -6.592945 0.02 0.02 0.00 0.201
H -5.577716 2.044184 -0.382905 0.01 -0.02 -0.21 0.228
H -1.553665 -1.995645 2.420457 -0.11 -0.09 0.07 0.224
H 2.196126 3.693630 3.070022 0.06 0.07 0.12 0.174
H 4.587189 2.681333 -1.046679 -0.07 -0.12 0.06 0.222
H 0.324077 1.803203 1.699576 -0.09 -0.01 -0.24 0.266
H 1.342261 -1.420922 -0.657451 0.04 0.18 -0.01 0.245
H 5.853760 3.649815 0.829629 0.02 0.02 0.00 0.201
```
Forces are in eV/Å.

Calculated values
expectation value of S²: 6.119
2S+1: 5
total charge: -1
highest occupied orbital energy (alpha / beta): -4.2 / -4.3 eV


Energy above the lowest of the compared OMol25 structures with the same formula, charge and spin values, unit kJ/mol, following the record order: 0.00 0.00 59.45.
DFT total energy values, unit eV, following the record order: -83154.1461 -159418.8975 -162955.1750.